The following is a DFT calculation (wB97M-V/def2-TZVPD) of a structure of composition C15H10AsOReS10.

Results
energy relative to the best compared isomer or geometry (same formula, charge and spin) = 0.00 kcal per mole
highest occupied orbital energy = -13.75 eV
multiplicity = 1
electronic energy = -6948.1762 Ha
charge = +2

Each line ends with the natural charge from an NBO analysis.
Element x y z (Å)
Re  -1.3093  -0.5556  -1.8767  0.58
S  1.4029  -5.3053  -6.5008  0.27
C  0.8105  -4.1829  -5.5449  -0.61
S  1.6861  -2.7705  -4.9841  0.53
C  0.3920  -2.1261  -4.0247  -0.52
C  -0.8059  -2.8299  -4.0239  -0.34
S  -2.1914  -2.2320  -3.1691  0.19
S  -0.8601  -4.2577  -4.9257  0.61
S  0.4470  -0.6769  -3.1773  0.49
S  -6.8172  0.9033  -0.3408  -0.24
As  -5.4867  1.3996  -1.7400  0.93
S  -2.1395  1.3551  -2.4522  0.20
S  -3.3945  0.8808  -0.8388  -0.24
S  -5.2574  2.2143  -3.5506  -0.28
O  -0.4219  -0.4734  -0.1482  -0.91
S  0.8717  0.3933  0.2326  1.25
C  1.6553  -0.5915  1.4475  -0.33
C  0.9495  -1.2265  2.4674  -0.13
C  1.6633  -1.9579  3.3957  -0.20
C  3.0530  -2.0342  3.3094  -0.13
C  3.7399  -1.3960  2.2878  -0.19
C  3.0395  -0.6711  1.3342  -0.17
C  0.1677  1.7805  1.0411  -0.23
C  -0.9057  1.6728  1.9211  -0.22
C  -1.3624  2.8231  2.5355  -0.19
C  -0.7458  4.0472  2.2798  -0.14
C  0.3216  4.1363  1.3983  -0.19
C  0.7849  2.9944  0.7605  -0.20
H  -0.1282  -1.1655  2.5249  0.22
H  1.1418  -2.4688  4.1934  0.24
H  3.6009  -2.6036  4.0482  0.25
H  4.8168  -1.4665  2.2255  0.25
H  3.5610  -0.1769  0.5236  0.24
H  -1.3792  0.7191  2.1106  0.23
H  -2.1954  2.7707  3.2233  0.24
H  -1.1067  4.9390  2.7742  0.25
H  0.7905  5.0902  1.2011  0.25
H  1.6117  3.0488  0.0623  0.24